Formula: C49H84BIN11O5P3
Source: the OMol25 dataset
Level of theory: wB97M-V/def2-TZVPD

The calculation puts the total energy at -4242.65375 Ha. The max |F| is 0.03881 Eh/bohr. As for the HOMO-LUMO gap: 8.54 eV. Its SMILES is C#CCP(I)(CB(O)O)(PP(=O)(O)O)c1ccncc1.CCCC#N.CCCC#N.CCCC#N.CCCC#N.CCCC#N.CCCC#N.CCCC#N.CCCC#N.CCCC#N.CCCC#N.

Bonds (Å) are listed after each position.
CARTESIAN COORDINATES (ANGSTROEM)
1 H -5.76901 7.89695 -1.55090  C61 1.092
2 H 0.11483 -0.06216 9.60875  C28 1.091
3 C 4.81124 -3.32197 11.50474  H15 1.092, C53 1.531, H73 1.092, C92 1.525
4 H 6.20313 1.30735 5.36782  C130 1.091
5 N -4.76757 1.77660 -4.31350  C16 1.149
6 N -6.06614 8.44758 -4.75116  C88 1.148
7 H -4.88058 -3.16713 2.83493  C40 1.092
8 H -7.73556 5.17530 -5.82746  C144 1.089
9 H -4.67509 4.86269 -3.67057  C22 1.093
10 C 1.76308 0.59461 5.95960  N77 1.149, C137 1.461
11 H -2.13844 3.06988 -2.54082  C66 1.094
12 O -0.21550 -5.14490 -3.91193  B17 1.391, H75 0.968
13 C -5.15287 1.71254 -9.37372  C30 1.524, H37 1.092, H63 1.090, H67 1.092
14 H -3.67553 -1.47322 -0.40577  C56 1.093
15 H 4.01209 -3.88757 11.98822  C3 1.092
16 C -5.06701 2.81421 -3.92083  N5 1.149, C22 1.462
17 B -0.95333 -4.42461 -2.97880  O12 1.391, O98 1.402, C103 1.598
18 O 1.41466 -6.80757 -1.37996  H64 0.970, P81 1.625
19 H -1.88271 1.10521 -0.19408  C123 1.093
20 H -6.56037 -3.12992 2.30599  C40 1.090
21 C 2.04433 -0.96964 -0.31278  C86 1.202, C127 1.492
22 C -5.44904 4.13351 -3.41926  H9 1.093, C16 1.462, H83 1.093, C97 1.530
23 H -5.03926 0.83820 -7.41286  C30 1.092
24 O 3.05301 -7.03050 0.59326  P81 1.469
25 H 10.16111 -4.15929 0.95945  C55 1.092
26 H 3.51768 1.58140 -4.85455  C119 1.092
27 H 5.78557 0.89368 2.96261  C91 1.091
28 C 0.88301 0.00887 8.83737  H2 1.091, C43 1.524, H72 1.091, H147 1.093
29 I 0.62379 -1.78424 -3.07217  P109 2.565
30 C -5.54717 0.64435 -8.36003  C13 1.524, H23 1.092, C132 1.532, H153 1.092
31 H -6.08453 8.63031 0.01934  C61 1.090
32 C 3.01195 -4.17079 -2.95985  C36 1.399, H54 1.094, C145 1.387
33 H -2.59299 -4.47376 -3.96790  O98 0.967
34 H 4.47330 -4.73141 -4.45544  C145 1.093
35 H -0.48734 -0.30908 7.21489  C43 1.093
36 C 2.69936 -3.80167 -1.64703  C32 1.399, P109 1.850, C151 1.415
37 H -5.42586 2.71122 -9.02735  C13 1.092
38 H -7.35950 7.71890 -0.79383  C61 1.092
39 P 1.18387 -4.62245 0.80794  P81 2.185, H84 1.422, P109 2.281
40 C -5.53062 -3.22251 1.95953  H7 1.092, H20 1.090, H79 1.092, C114 1.525
41 H -7.07842 5.52747 -3.48783  C97 1.093
42 C -7.59851 1.77134 -7.52701  N78 1.148, C132 1.461
43 C 0.44417 -0.74289 7.58655  C28 1.524, H35 1.093, H58 1.090, C137 1.529
44 N -4.78713 2.32312 -0.29528  C96 1.149
45 H -8.54080 8.77307 -2.83309  C150 1.092
46 H 3.72303 -1.43876 11.55808  C92 1.092
47 H 4.47183 1.24312 5.70210  C130 1.089
48 H -7.27648 -0.28950 -7.48286  C132 1.092
49 H 3.13574 3.14700 -5.54549  C119 1.092
50 C 8.33525 -3.23618 1.59883  C55 1.531, C94 1.462, H112 1.092, H142 1.092
51 H 4.75542 -1.72427 12.95636  C92 1.090
52 H 5.47821 -1.25803 11.41441  C92 1.092
53 C 4.78749 -3.56435 9.99303  C3 1.531, C95 1.462, H101 1.092, H117 1.092
54 H 2.19287 -4.22135 -3.68306  C32 1.094
55 C 9.84612 -3.19178 1.35631  H25 1.092, C50 1.531, C102 1.525, H118 1.092
56 C -3.79933 -2.22747 0.37585  H14 1.093, H107 1.093, C114 1.531, C122 1.464
57 H 11.33729 -2.14358 0.19837  C102 1.091
58 H 0.22850 -1.77664 7.85788  C43 1.090
59 H 3.46169 1.15472 2.06773  C126 1.093
60 H 1.93993 4.91127 -4.08167  C152 1.092
61 C -6.52640 8.40681 -0.95219  H1 1.092, H31 1.090, H38 1.092, C62 1.525
62 C -6.99680 9.69134 -1.62578  C61 1.525, H106 1.092, H149 1.092, C150 1.531
63 H -4.07412 1.70101 -9.53231  C13 1.090
64 H 2.27878 -6.92842 -1.80283  O18 0.970
65 N 0.57550 1.34716 -5.90985  C120 1.147
66 C -1.80894 2.12235 -2.10485  H11 1.094, C89 1.523, C123 1.532, H128 1.094
67 H -5.63800 1.53844 -10.33686  C13 1.092
68 H 0.99017 -2.10436 1.11725  C127 1.099
69 N 3.53701 -1.85425 2.96488  C140 1.150
70 H 3.73298 0.45306 -0.86049  C86 1.073
71 H 3.73712 -3.49091 0.26376  C151 1.089
72 H 1.80599 -0.40966 9.24004  C28 1.091
73 H 5.75503 -3.70266 11.90106  C3 1.092
74 H 2.80266 1.11612 3.69549  C126 1.097
75 H -0.16587 -4.57124 -4.69048  O12 0.968
76 H 1.16965 -1.38263 5.66388  C137 1.092
77 N 1.96881 1.64814 5.54950  C10 1.149
78 N -8.02119 2.72341 -7.04411  C42 1.148
79 H -5.41395 -4.20966 1.50707  C40 1.092
80 H -5.92791 -2.17346 0.13528  C114 1.092
81 P 1.68006 -6.66670 0.21661  O18 1.625, O24 1.469, P39 2.185, O105 1.631
82 H 3.49274 3.22047 -3.07139  C139 1.093
83 H -5.50167 4.09124 -2.32841  C22 1.093
84 H 2.24245 -4.14435 1.62786  P39 1.422
85 H 2.14458 2.12088 -2.82769  C139 1.093
86 C 2.94461 -0.22623 -0.59845  C21 1.202, H70 1.073
87 H -8.09089 10.38874 -3.34371  C150 1.092
88 C -6.77948 8.89024 -3.96858  N6 1.148, C150 1.462
89 C -2.36248 0.96778 -2.92913  C66 1.523, H133 1.080, H135 1.090, H148 1.093
90 H 1.48826 4.48407 -2.42869  C152 1.091
91 C 4.97608 1.26426 3.59318  H27 1.091, H121 1.093, C126 1.535, C130 1.524
92 C 4.68393 -1.84853 11.87544  C3 1.525, H46 1.092, H51 1.090, H52 1.092
93 H 10.02754 -1.10784 0.75961  C102 1.092
94 C 7.84279 -2.02777 2.25873  C50 1.462, N124 1.148
95 C 3.50168 -3.20884 9.39539  C53 1.462, N110 1.148
96 C -3.65410 2.20552 -0.44181  N44 1.149, C123 1.463
97 C -6.79946 4.58932 -3.97525  C22 1.530, H41 1.093, C144 1.521, H146 1.093
98 O -2.13868 -3.81935 -3.41914  B17 1.402, H33 0.967
99 H -1.37920 -3.69082 -0.95791  C103 1.107
100 H 2.43347 -1.17778 6.86112  C137 1.092
101 H 4.98521 -4.62002 9.79585  C53 1.092
102 C 10.26186 -2.10207 0.37452  C55 1.525, H57 1.091, H93 1.092, H134 1.092
103 C -0.56992 -4.27668 -1.43418  B17 1.598, H99 1.107, P109 1.856, H141 1.104
104 N -1.95105 -1.86608 2.18763  C122 1.149
105 O 0.56619 -7.66097 0.87287  P81 1.631, H116 0.970
106 H -7.69968 10.19834 -0.96097  C62 1.092
107 H -3.66306 -3.20100 -0.10095  C56 1.093
108 H 5.90166 -4.07626 -0.65377  C136 1.099
109 P 0.99816 -3.35082 -1.07653  I29 2.565, C36 1.850, P39 2.281, C103 1.856, C127 1.899
110 N 2.49384 -2.92445 8.92552  C95 1.148
111 N 5.33698 -4.41870 -2.59147  C136 1.318, C145 1.332
112 H 7.80811 -3.37886 0.65343  C50 1.092
113 H -7.57018 0.36404 -9.08326  C132 1.092
114 C -5.21118 -2.11897 0.95708  C40 1.525, C56 1.531, H80 1.092, H131 1.092
115 H 5.32677 -0.20729 5.15496  C130 1.093
116 H 0.31080 -7.23780 1.70788  O105 0.970
117 H 5.58610 -2.99832 9.50926  C53 1.092
118 H 10.37394 -3.04855 2.30152  C55 1.092
119 C 2.75320 2.36060 -4.89156  H26 1.092, H49 1.092, C120 1.462, C139 1.531
120 C 1.53278 1.79457 -5.46266  N65 1.147, C119 1.462
121 H 4.98372 2.35439 3.51689  C91 1.093
122 C -2.76372 -2.02656 1.39141  C56 1.464, N104 1.149
123 C -2.21165 2.05229 -0.62885  H19 1.093, C66 1.532, C96 1.463, H138 1.092
124 N 7.45581 -1.07742 2.77257  C94 1.148
125 H -6.56348 3.88593 -6.00777  C144 1.081
126 C 3.62706 0.75201 3.07031  H59 1.093, H74 1.097, C91 1.535, C140 1.460
127 C 0.88437 -1.83207 0.05793  C21 1.492, H68 1.099, P109 1.899, H154 1.097
128 H -0.71707 2.10671 -2.16692  C66 1.094
129 H 0.57656 3.82200 -3.78351  C152 1.092
130 C 5.25552 0.87709 5.04037  H4 1.091, H47 1.089, C91 1.524, H115 1.093
131 H -5.34700 -1.14591 1.43299  C114 1.092
132 C -7.05991 0.55747 -8.13724  C30 1.532, C42 1.461, H48 1.092, H113 1.092
133 H -3.44247 0.97926 -2.95309  C89 1.080
134 H 9.75728 -2.22644 -0.58577  C102 1.092
135 H -2.00794 1.03656 -3.95772  C89 1.090
136 C 5.04946 -4.09444 -1.34681  H108 1.099, N111 1.318, C151 1.389
137 C 1.50481 -0.74442 6.48466  C10 1.461, C43 1.529, H76 1.092, H100 1.092
138 H -1.70115 2.84565 -0.07800  C123 1.092
139 C 2.52798 2.90979 -3.48009  H82 1.093, H85 1.093, C119 1.531, C152 1.525
140 C 3.57956 -0.70608 3.00775  N69 1.150, C126 1.460
141 H -0.61186 -5.27321 -0.96161  C103 1.104
142 H 8.09783 -4.09837 2.22554  C50 1.092
143 H -6.00935 5.54230 -5.75436  C144 1.094
144 C -6.77126 4.80718 -5.48074  H8 1.089, C97 1.521, H125 1.081, H143 1.094
145 C 4.28795 -4.47458 -3.40975  C32 1.387, H34 1.093, N111 1.332
146 H -7.57512 3.86064 -3.72750  C97 1.093
147 H 1.04645 1.06899 8.62949  C28 1.093
148 H -2.03687 0.00733 -2.52238  C89 1.093
149 H -6.14602 10.36243 -1.76053  C62 1.092
150 C -7.69050 9.44476 -2.96808  H45 1.092, C62 1.531, H87 1.092, C88 1.462
151 C 3.82127 -3.77177 -0.78507  C36 1.415, H71 1.089, C136 1.389
152 C 1.57686 4.10094 -3.44627  H60 1.092, H90 1.091, H129 1.092, C139 1.525
153 H -5.19396 -0.32548 -8.71792  C30 1.092
154 H -0.04335 -1.29782 -0.18235  C127 1.097